This record from the OMol25 dataset describes a structure of composition C20H35N3O4PtS2Si. The level of theory is ωB97M-V/def2-TZVPD.

XYZ file:
```
66
C20H35N3O4PtS2Si, DFT ωB97M-V/def2-TZVPD
Pt 1.9336 0.4472 0.4165
C 6.5989 -1.5679 2.6676
S 5.7886 -2.0738 1.1471
C 4.4242 -0.9870 1.0955
S 3.4115 -1.1401 -0.2927
N 4.2759 -0.1424 2.0764
N 3.1650 0.6547 1.8818
C 2.8745 1.5306 2.7878
C 1.7014 2.3689 2.5322
C 1.2530 3.3420 3.4091
C 0.1451 4.0973 3.0434
C -0.4757 3.8494 1.8323
C 0.0175 2.8447 1.0092
N 1.0846 2.1381 1.3478
H 7.4795 -2.2030 2.7507
H 5.9519 -1.7250 3.5262
H 6.9023 -0.5258 2.6206
H 3.4911 1.6271 3.6703
H 1.7538 3.5010 4.3526
H -0.2253 4.8677 3.7058
H -1.3422 4.4127 1.5181
H -0.4605 2.5724 0.0771
C -1.6023 -3.8440 -1.8086
C -1.1689 -3.0137 -0.6096
C -2.0098 -3.3422 0.6202
C 0.3079 -3.2252 -0.3005
O -1.4348 -1.6441 -0.9775
Si -0.9041 -0.3096 -0.1795
O -0.3653 -0.4525 1.2702
O 0.4523 0.3475 -1.0706
C 0.6658 0.4811 -2.5152
C 1.1568 -0.8433 -3.0732
C 1.7008 1.5786 -2.6986
C -0.6526 0.8704 -3.1682
O -2.0237 0.8597 -0.5149
C -3.4027 0.8837 -0.1293
C -3.5803 0.3273 1.2794
C -3.8179 2.3490 -0.1753
C -4.2148 0.0752 -1.1349
H -1.5679 -4.9081 -1.5692
H -0.9491 -3.6645 -2.6650
H -2.6222 -3.5827 -2.0922
H -1.8472 -4.3733 0.9396
H -3.0714 -3.2113 0.3996
H -1.7278 -2.6772 1.4374
H 0.5023 -4.2812 -0.1034
H 0.6020 -2.6390 0.5704
H 0.9286 -2.9299 -1.1460
H 2.1047 -1.1408 -2.6243
H 1.3125 -0.7498 -4.1494
H 0.4161 -1.6228 -2.9005
H 2.6299 1.3298 -2.1839
H 1.3282 2.5262 -2.3058
H 1.9150 1.7078 -3.7606
H -1.3982 0.0855 -3.0464
H -0.4870 1.0282 -4.2355
H -1.0473 1.7864 -2.7323
H -2.9394 0.8554 1.9854
H -3.3112 -0.7285 1.3212
H -4.6211 0.4298 1.5931
H -3.2624 2.9215 0.5689
H -4.8824 2.4619 0.0345
H -3.6111 2.7645 -1.1623
H -3.8659 -0.9557 -1.1627
H -4.1098 0.4980 -2.1354
H -5.2724 0.0834 -0.8642
```

Calculated values
- total charge = 0
- LUMO level (spin up / spin down) (eV) = -1.047 / -1.047
- E_HOMO (spin up / spin down) (eV) = -7.65 / -7.65

***

This record from the OMol25 dataset describes a cluster of 2 separate species, C4H13N3 in total. The level of theory is ωB97M-V/def2-TZVPD.

XYZ file:
```
20
C4H13N3, DFT ωB97M-V/def2-TZVPD
C -0.5299 -0.3051 -1.8691
N 0.8037 -0.0032 -1.3785
N 1.6556 0.6894 -2.2971
N 0.6854 0.7750 -0.1944
H 1.1121 1.2693 -2.9442
H 2.1576 -0.0076 -2.8392
H 0.2201 1.6703 -0.3832
H 1.6248 0.9623 0.1416
H -0.4479 -1.0618 -2.6486
H -1.0221 0.5934 -2.2837
H -1.0854 -0.7149 -0.8920
C -0.1211 0.3192 2.6590
C -0.2142 -0.6610 1.5281
C -1.4072 -1.1122 1.0300
H 0.6361 -1.3325 1.4601
H 0.1459 -0.1963 3.5828
H 0.6638 1.0517 2.4601
H -1.0611 0.8542 2.7983
H -2.3239 -0.6578 1.3847
H -1.4924 -2.1323 0.6851
```

Calculated values
- total charge = 0
- LUMO level (eV) = 1.161
- SMILES = CN(N)N.C=CC
- E_HOMO (eV) = -7.94

***

This record from the OMol25 dataset describes the molecule CH4O3S. The level of theory is ωB97M-V/def2-TZVPD.

XYZ file:
```
9
CH4O3S, DFT ωB97M-V/def2-TZVPD
C 0.9125 0.4735 0.3847
O -1.2426 -0.5560 1.0182
O -0.4173 -1.0340 -1.3404
O -1.5110 1.3144 -0.6280
S -0.7431 0.1560 -0.1500
H 1.6336 -0.0723 -0.2187
H 0.8210 0.1392 1.4141
H 1.1914 1.4396 0.3088
H -0.6445 -1.8603 -0.7889
```

Calculated values
- total charge = 0
- LUMO level (eV) = 0.449
- SMILES = CS(=O)(=O)O
- E_HOMO (eV) = -11.62

***

This record from the OMol25 dataset describes a cluster of 12 separate species, C5H36N2O12 in total. The level of theory is ωB97M-V/def2-TZVPD.

XYZ file:
```
55
C5H36N2O12, DFT ωB97M-V/def2-TZVPD
N -2.1712 0.1873 1.6376
C -1.9146 -0.4946 0.3663
C -1.0268 0.2275 -0.7010
C -1.6266 1.4545 -1.3604
O 0.1433 0.5645 0.0873
C -1.3730 -1.9051 0.5406
N -0.8885 -2.6695 -0.6278
C -0.7782 -4.1127 -0.2850
H -1.3295 0.4950 2.1192
H -2.6930 -0.5066 2.1560
H -2.8566 -0.4743 -0.2171
H -0.8621 -0.5145 -1.4779
H -0.9369 2.2691 -1.1475
H -2.0788 1.3591 -2.3440
H -2.5263 1.7614 -0.7992
H 0.6440 -0.2721 -0.0432
H -0.6294 -1.9492 1.3659
H -2.0266 -2.5803 1.1260
H -1.6610 -2.6255 -1.2860
H -0.8710 -4.2591 0.7913
H -1.5139 -4.6689 -0.8608
H 0.2017 -4.5443 -0.5236
H -0.0483 1.2094 3.8022
H -0.9386 0.4251 4.6646
O -0.5128 0.3316 3.8003
H 2.8514 -0.2816 -1.3370
H 3.0396 1.2502 -0.8737
O 3.1012 0.6262 -1.6154
H 1.2566 -2.2078 -0.2956
H 2.1481 -1.8084 0.9620
O 1.7786 -1.5158 0.1186
H 0.5038 -0.3924 -4.7969
H 0.1825 -1.5278 -3.7594
O 0.0671 -1.2945 -4.6807
H 1.1367 1.8877 -0.6189
H 1.5094 3.4093 -0.0640
O 1.7353 2.4763 -0.1097
H 1.5841 -2.6349 3.7071
H 1.0882 -1.1403 3.4117
O 1.4562 -1.9531 3.0397
H 1.2817 1.8495 -3.6453
H 1.8441 0.6223 -2.6868
O 1.2870 0.9159 -3.4641
H -1.9265 4.0848 2.1742
H -1.5991 2.6848 1.6684
O -1.5847 3.6173 1.4011
H -1.7493 -1.3043 -5.2401
H -2.9852 -0.4820 -4.9225
O -2.6250 -1.3778 -4.8287
H 0.3346 3.2014 2.8387
H 1.4595 2.2001 3.1272
O 0.7326 2.7218 3.5792
H 3.1082 1.8469 1.9463
H 1.9545 0.7688 1.6377
O 2.5269 1.1839 2.3436
```

Calculated values
- total charge = 0
- LUMO level (eV) = 0.212
- SMILES = CNC[C@@H](N)[C@@H](C)O.O.O.O.O.O.O.O.O.O.O.O
- E_HOMO (eV) = -9.28

***

This record from the OMol25 dataset describes a cluster of 6 separate species, C15H42O6 in total. The level of theory is ωB97M-V/def2-TZVPD.

XYZ file:
```
63
C15H42O6, DFT ωB97M-V/def2-TZVPD
C 4.6419 0.7169 2.2442
C 3.8389 -0.2087 3.1092
O 3.1351 -1.1091 2.2580
H 3.9902 1.2999 1.5911
H 5.3175 0.1361 1.6116
H 5.2342 1.4338 2.8152
H 3.0888 0.3746 3.6612
H 4.4764 -0.7241 3.8318
H 2.2677 -1.2574 2.6595
C -1.9615 3.3806 -2.0097
C -1.2432 3.5055 -0.6665
O -1.9756 2.8917 0.3995
H -2.9404 3.8559 -1.9914
H -1.9566 2.3564 -2.3759
H -1.3620 3.9424 -2.7400
H -1.1170 4.5664 -0.4319
H -0.2872 2.9958 -0.7322
H -2.8080 3.3568 0.5233
C -0.2184 -0.8702 -0.0238
C 1.1719 -0.5023 -0.4754
O 1.1330 0.6250 -1.3937
H -0.8503 -0.8609 -0.9150
H -0.6582 -0.1344 0.6586
H -0.2765 -1.8164 0.5089
H 1.5675 -1.3497 -1.0463
H 1.8968 -0.2940 0.3078
H 1.6148 1.3209 -0.9379
C -5.6810 1.8924 -0.6865
C -5.4218 0.4512 -1.1103
C -4.0605 -0.0311 -0.6306
O -6.4549 -0.4042 -0.5861
H -5.1258 2.1036 0.2297
H -6.7408 2.1017 -0.5875
H -5.2619 2.5665 -1.4430
H -5.4424 0.3331 -2.1942
H -3.2519 0.6150 -0.9696
H -3.9021 -1.0451 -1.0066
H -4.0249 -0.0790 0.4628
H -6.1094 -0.8401 0.1977
C 2.1580 -2.0484 -4.7766
C 3.4380 -1.2937 -4.4197
C 4.5527 -1.4823 -5.4164
O 3.1805 0.1112 -4.3090
H 2.3859 -3.0796 -5.0703
H 1.6069 -1.5651 -5.5788
H 1.5456 -2.1746 -3.8791
H 3.7821 -1.6581 -3.4430
H 4.8759 -2.5259 -5.3975
H 5.4210 -0.8886 -5.1253
H 4.2694 -1.2252 -6.4367
H 2.5855 0.2687 -3.5674
C 0.2679 -0.9426 5.6103
C 0.0981 -1.7509 4.3464
C -1.3435 -2.2131 4.2034
O 0.4387 -0.9470 3.1964
H -0.5356 -0.2047 5.7067
H 1.1792 -0.3385 5.6106
H 0.2974 -1.5883 6.4880
H 0.7635 -2.6102 4.3001
H -1.4886 -2.9479 3.4120
H -2.0265 -1.3777 4.0424
H -1.6731 -2.7099 5.1255
H -0.0216 -0.1034 3.2620
```

Calculated values
- total charge = 0
- LUMO level (eV) = 0.440
- SMILES = CC(C)O.CC(C)O.CC(C)O.CCO.CCO.CCO
- E_HOMO (eV) = -9.81

***

This record from the OMol25 dataset describes a cluster of 24 separate species, C60H179N11O24 in total. The level of theory is ωB97M-V/def2-TZVPD.

XYZ file:
```
274
C60H179N11O24, DFT ωB97M-V/def2-TZVPD
O -6.0984 -4.4470 -21.8577
H -5.6770 -3.8277 -22.4537
H -5.4190 -4.6666 -21.2202
O -3.1494 -3.1475 -26.0809
H -3.3706 -3.9653 -26.5265
H -2.7779 -2.5931 -26.7671
O -1.9151 -10.7837 -25.5496
H -1.7626 -11.2812 -26.3530
H -2.8612 -10.8332 -25.4126
O -4.7562 -2.7352 -23.6666
H -5.1676 -1.8714 -23.6383
H -4.1901 -2.7062 -24.4380
O -4.6283 -10.6084 -24.6418
H -5.0277 -11.3215 -24.1437
H -5.3683 -10.1493 -25.0391
C 2.1194 -4.5858 -17.1512
C 1.9191 -3.9905 -15.7396
C 2.6899 -4.7607 -14.6156
O 4.0642 -4.5968 -14.9519
C 4.9439 -5.1858 -13.9199
N 2.2970 -2.6198 -15.8052
H 3.1186 -4.3177 -17.4943
H 1.4835 -4.2376 -17.9651
H 2.1012 -5.6674 -17.2845
H 0.8660 -4.0968 -15.4795
H 2.3300 -5.7894 -14.6330
H 2.5056 -4.3250 -13.6336
H 4.5992 -6.1832 -13.6469
H 4.8226 -4.5366 -13.0528
H 5.9466 -5.2760 -14.3377
H 3.3065 -2.6227 -15.7724
H 2.0035 -2.1484 -14.9616
C 1.0407 -9.1042 -23.8127
C 1.7038 -10.0074 -24.8590
C 3.1189 -10.3668 -24.6822
O 3.9486 -9.2226 -24.5746
C 5.3268 -9.5915 -24.5550
N 0.9685 -11.1809 -25.1368
H 1.3950 -9.4524 -22.8425
H -0.0490 -9.1296 -23.8250
H 1.3476 -8.0919 -24.0757
H 1.6779 -9.4515 -25.7962
H 3.4723 -10.8983 -25.5658
H 3.2932 -10.9608 -23.7850
H 5.9812 -8.7269 -24.6658
H 5.7183 -10.3811 -25.1964
H 5.3725 -9.8614 -23.4999
H 0.0541 -10.8617 -25.4231
H 0.7120 -11.6066 -24.2576
C -8.9575 -13.2423 -23.2648
C -8.0213 -12.4166 -24.1903
C -8.4580 -10.9511 -24.3793
O -9.8053 -11.0165 -24.8151
C -10.4084 -9.7118 -24.6465
N -6.6969 -12.4610 -23.5888
H -8.9651 -12.8274 -22.2570
H -8.6248 -14.2779 -23.1948
H -10.0140 -13.1807 -23.5257
H -7.9192 -12.7996 -25.2057
H -7.8328 -10.4644 -25.1278
H -8.2755 -10.4297 -23.4396
H -9.9516 -9.0030 -25.3372
H -10.4491 -9.2823 -23.6455
H -11.4333 -9.8610 -24.9863
H -6.2374 -13.3590 -23.6405
H -6.7790 -12.3286 -22.5908
C 1.6376 -14.4541 -22.4659
C 2.0727 -13.2332 -21.6657
C 0.9219 -12.3260 -21.1398
O 0.1835 -11.8524 -22.2350
C -0.9886 -11.1261 -21.9068
N 3.0271 -13.7201 -20.6490
H 2.4386 -15.0599 -22.8895
H 1.1431 -14.1118 -23.3749
H 0.9231 -15.0930 -21.9470
H 2.6428 -12.6302 -22.3725
H 1.2922 -11.5508 -20.4689
H 0.1900 -12.7793 -20.4713
H -1.5639 -10.8424 -22.7881
H -0.7286 -10.2190 -21.3612
H -1.6884 -11.7300 -21.3291
H 3.8811 -13.9519 -21.1358
H 3.2635 -12.8454 -20.2026
C -5.2333 -6.0229 -24.4032
C -6.5057 -6.1686 -25.2451
C -7.2334 -7.5577 -25.1318
O -6.3620 -8.5787 -25.5106
C -6.0806 -8.6548 -26.9122
N -7.3065 -5.1216 -24.6412
H -4.5110 -6.8074 -24.6289
H -5.3740 -6.1721 -23.3327
H -4.7076 -5.0896 -24.6051
H -6.3362 -5.8852 -26.2838
H -8.1388 -7.5647 -25.7387
H -7.4348 -7.6787 -24.0675
H -6.8728 -9.1024 -27.5122
H -5.3215 -9.4061 -27.1300
H -5.6313 -7.7381 -27.2943
H -6.8040 -4.2840 -24.8984
H -7.3602 -5.1474 -23.6329
C 1.7860 -0.4103 -23.1296
C 1.1366 -1.0402 -24.3401
C -0.2337 -1.6610 -23.9876
O 0.0556 -2.6375 -22.9870
C -1.0381 -3.3574 -22.5996
N 0.9786 -0.0872 -25.4634
H 1.7104 -1.0406 -22.2435
H 1.3182 0.5656 -22.9998
H 2.8340 -0.1555 -23.2870
H 1.7677 -1.8830 -24.6218
H -0.6101 -2.0064 -24.9504
H -0.9259 -0.9200 -23.5879
H -1.3737 -3.9704 -23.4360
H -1.9984 -2.8487 -22.5145
H -0.9601 -4.0258 -21.7421
H 0.0906 0.3602 -25.2868
H 0.7411 -0.5193 -26.3448
C -4.3513 -4.6754 -17.4980
C -5.0809 -4.3464 -18.8108
C -5.7590 -2.9441 -18.6858
O -6.9302 -3.0618 -17.9072
C -7.3184 -1.7986 -17.2811
N -4.1564 -4.2906 -19.9068
H -5.1000 -4.7599 -16.7104
H -3.6118 -3.9152 -17.2461
H -3.8232 -5.6211 -17.6197
H -5.8305 -5.1022 -19.0452
H -6.0057 -2.4498 -19.6254
H -5.0132 -2.2581 -18.2842
H -6.6052 -1.6226 -16.4759
H -8.3030 -1.7550 -16.8155
H -7.1350 -0.9568 -17.9488
H -3.4143 -3.6969 -19.5648
H -3.5527 -5.0997 -19.8754
C -8.2488 -5.8861 -16.8602
C -9.4852 -5.1855 -17.3363
C -10.1913 -4.3442 -16.2586
O -10.7424 -5.1574 -15.1830
C -11.8065 -6.0420 -15.5322
N -9.1887 -4.2996 -18.4406
H -8.3479 -6.4384 -15.9258
H -7.4689 -5.1712 -16.5979
H -7.8343 -6.4885 -17.6686
H -10.1692 -5.9233 -17.7557
H -10.9984 -3.8593 -16.8077
H -9.4743 -3.6199 -15.8721
H -12.0246 -6.6786 -14.6747
H -11.6455 -6.7979 -16.3008
H -12.6683 -5.4600 -15.8587
H -8.7632 -4.8572 -19.1674
H -8.3918 -3.7532 -18.1463
C -4.2182 -0.5928 -21.0599
C -3.4096 -0.0381 -19.9521
C -2.0290 -0.7631 -19.6381
O -2.3086 -2.0911 -19.1456
C -1.0520 -2.8286 -18.9511
N -3.3023 1.4026 -19.9207
H -4.4069 -1.6527 -20.8892
H -3.5673 -0.6580 -21.9317
H -5.0824 0.0333 -21.2819
H -4.0278 -0.2956 -19.0921
H -1.5727 -0.1802 -18.8380
H -1.3280 -0.7948 -20.4721
H -1.3105 -3.7985 -18.5261
H -0.3515 -2.3390 -18.2745
H -0.5401 -2.9817 -19.9012
H -2.6357 1.6149 -19.1922
H -4.1397 1.8337 -19.5560
C 0.5468 -9.0921 -16.7124
C 0.0216 -7.9428 -17.6235
C 0.8861 -7.6000 -18.9672
O 0.4072 -6.4370 -19.6552
C 1.2057 -5.9800 -20.6601
N -1.3362 -8.2781 -17.9131
H -0.2278 -9.1865 -15.9514
H 1.5247 -8.9293 -16.2592
H 0.6672 -9.9751 -17.3400
H 0.0048 -6.9929 -17.0892
H 0.8155 -8.4626 -19.6298
H 1.9454 -7.4140 -18.7901
H 2.1753 -5.7618 -20.2126
H 0.8523 -5.1392 -21.2570
H 1.4741 -6.7257 -21.4084
H -2.0251 -8.0585 -17.2078
H -1.6455 -7.6742 -18.6612
C 5.0492 -6.7740 -22.0843
C 5.7463 -5.4436 -22.2271
C 5.1858 -4.4670 -21.2060
O 3.7740 -4.3462 -21.3945
C 3.1827 -3.2989 -20.6453
N 7.1925 -5.6311 -22.1968
H 4.0451 -6.8096 -22.5070
H 4.8381 -7.0552 -21.0526
H 5.6278 -7.5958 -22.5062
H 5.4524 -5.0617 -23.2047
H 5.6458 -3.5072 -21.4413
H 5.5792 -4.8638 -20.2701
H 2.1011 -3.3252 -20.7776
H 3.4858 -2.3248 -21.0294
H 3.4787 -3.3447 -19.5972
H 7.4882 -6.2849 -21.4860
H 7.6888 -4.7878 -21.9464
C -5.1447 -8.2131 -17.4610
C -4.8455 -8.0860 -15.9918
O -3.4227 -7.9308 -15.7946
H -4.6622 -9.0969 -17.8783
H -4.9340 -7.3365 -18.0735
H -6.2131 -8.2836 -17.6648
H -5.1472 -8.8625 -15.2888
H -5.2929 -7.2134 -15.5159
H -3.2883 -7.6196 -14.8964
C -1.9520 -13.1537 -17.9662
C -1.8473 -11.6687 -17.5084
O -1.7063 -10.9303 -18.7548
H -1.6022 -13.8575 -17.2110
H -1.2457 -13.3466 -18.7737
H -2.9703 -13.4220 -18.2479
H -0.9422 -11.4567 -16.9393
H -2.7275 -11.3148 -16.9716
H -1.5454 -10.0126 -18.5234
C -3.4846 -8.0116 -21.2627
C -2.3902 -6.9786 -21.5688
O -2.0779 -6.4587 -20.2180
H -3.1403 -8.9748 -20.8860
H -4.0681 -8.2569 -22.1501
H -4.2602 -7.5555 -20.6476
H -2.8237 -6.1620 -22.1462
H -1.4420 -7.3288 -21.9769
H -1.1504 -6.2141 -20.1790
C -4.8553 -11.3308 -20.6005
C -5.3171 -12.7744 -20.3412
O -6.7059 -12.9749 -20.5666
H -3.7738 -11.2104 -20.5379
H -5.2281 -10.6531 -19.8325
H -5.2059 -10.8601 -21.5190
H -5.1462 -12.9558 -19.2801
H -4.8138 -13.4977 -20.9828
H -6.9694 -13.8243 -20.2052
C -8.3356 -8.5595 -20.6004
C -7.2343 -7.5174 -20.8809
O -7.8475 -6.2606 -21.0327
H -8.8742 -8.8398 -21.5056
H -9.0721 -8.2409 -19.8627
H -7.8176 -9.4763 -20.3187
H -6.5909 -7.8142 -21.7093
H -6.6326 -7.3942 -19.9804
H -7.1972 -5.5940 -21.2658
C -3.0275 -13.8755 -23.5952
C -3.8647 -14.1820 -24.8109
O -5.1342 -14.7177 -24.6203
H -2.0288 -13.5047 -23.8257
H -2.8691 -14.7436 -22.9552
H -3.5210 -13.0988 -23.0111
H -3.4013 -14.8862 -25.5019
H -3.9638 -13.1774 -25.2221
H -5.6001 -14.6856 -25.4591
C -1.9662 -7.7671 -27.0670
C -2.1682 -6.2705 -26.5842
O -3.4379 -5.8151 -26.8967
H -0.9244 -8.0351 -26.8911
H -2.0135 -7.8122 -28.1551
H -2.6143 -8.5646 -26.7034
H -1.4563 -5.6216 -27.0942
H -1.9713 -6.2008 -25.5144
H -3.5420 -6.0280 -27.8270
C 2.2231 -5.4194 -24.7958
C 0.9415 -5.3662 -25.5439
O 1.2910 -5.1399 -26.8580
H 3.0072 -6.0686 -25.1855
H 2.0708 -5.7339 -23.7633
H 2.7452 -4.4627 -24.8018
H 0.3093 -4.5783 -25.1345
H 0.4134 -6.3097 -25.4062
H 1.6927 -5.9681 -27.1308
```

Calculated values
- total charge = 0
- LUMO level (eV) = 0.180
- E_HOMO (eV) = -8.17

***

In eV, the energy above the lowest of the compared OMol25 structures with the same formula, charge and spin values for the records above are, in order, 0.972, 3.914, 1.495, 2.477, 1.607, 1.745.
In eV/A, the largest force on an atom values for the records above are, in order, 0.6, 3.2, 3.5, 2.7, 1.2, 3.2.